No. 1
Computed, not measured: a gas-phase ion, C4H9NO4P (charge -1), with wB97M-V/def2-TZVPD.

Computed properties:
Charge = -1
HOMO-LUMO gap (spin up / spin down) = 0.318 / 0.245 Ha
Molecular weight = 166.1 g mol⁻¹
Energy relative to the best compared isomer or geometry (same formula, charge and spin) = 80.6 kcal/mol
DFT total energy = -854.9043 hartree

Element x y z (Å)
C  0.924  -1.548  -0.844
C  1.548  -0.725  0.177
C  -0.295  0.936  0.825
C  -1.413  0.757  -0.230
N  1.090  0.711  0.275
O  -3.661  0.314  1.227
O  -3.732  0.064  -1.364
O  -2.494  -1.691  0.160
O  -1.367  1.680  -1.206
P  -2.848  -0.278  -0.186
H  1.053  -1.232  -1.805
H  -0.032  -2.171  -0.554
H  1.269  -1.216  1.107
H  2.662  -0.777  0.032
H  -0.164  1.933  1.061
H  -0.480  0.252  1.707
H  -3.027  -0.107  1.899
H  1.074  1.100  -0.591
H  -2.277  1.510  -1.624

No. 2
Computed, not measured: a gas-phase ion, C4H9NOS (charge -1), with wB97M-V/def2-TZVPD.

Computed properties:
Charge = -1
HOMO-LUMO gap (spin up / spin down) = 0.086 / 0.332 Ha
Spin multiplicity = 2
Molecular weight = 119.2 g mol⁻¹
Energy relative to the best compared isomer or geometry (same formula, charge and spin) = 11.6 kcal/mol
DFT total energy = -685.9541 hartree

Element x y z (Å)
C  0.566  1.340  -0.722
N  0.702  -0.042  -1.162
C  -0.115  -0.614  -2.067
O  -0.147  -1.801  -2.343
C  -0.287  1.613  0.502
C  0.118  0.929  1.792
S  -0.354  -0.853  1.866
H  0.215  1.917  -1.580
H  1.579  1.694  -0.498
H  1.336  -0.682  -0.707
H  -0.754  0.130  -2.575
H  -1.350  1.490  0.297
H  -0.123  2.695  0.657
H  -0.348  1.426  2.645
H  1.198  0.976  1.918
H  -0.891  -0.911  0.643

No. 3
Computed, not measured: a single C4H9NOS molecule, with wB97M-V/def2-TZVPD.

Computed properties:
HOMO-LUMO gap = 0.341 Ha
SMILES = C[C@H](C=O)N(C)S
Molecular weight = 119.2 g mol⁻¹
Energy relative to the best compared isomer or geometry (same formula, charge and spin) = 65.8 kcal/mol
DFT total energy = -685.9141 hartree

Element x y z (Å)
C  1.867  -0.419  0.512
C  0.766  0.890  -1.167
C  -1.796  0.164  0.483
C  0.649  0.400  0.271
N  -0.533  -0.382  0.585
O  2.959  -0.118  0.117
S  -0.441  -1.895  -0.347
H  1.740  -1.239  1.179
H  0.622  -0.046  -1.785
H  -0.029  1.629  -1.236
H  1.677  1.347  -1.503
H  -2.365  -0.258  -0.433
H  -2.499  -0.133  1.347
H  -1.837  1.249  0.530
H  0.610  1.290  0.943
H  -1.391  -2.478  0.504

No. 4
Computed, not measured: a single C4H9NOS molecule, with wB97M-V/def2-TZVPD.

Computed properties:
HOMO-LUMO gap = 0.365 Ha
SMILES = N[C@H](C=O)CCS
Molecular weight = 119.2 g mol⁻¹
Energy relative to the best compared isomer or geometry (same formula, charge and spin) = 45.0 kcal/mol
DFT total energy = -685.9472 hartree

Element x y z (Å)
O  0.299  0.852  2.883
C  0.391  0.284  1.850
C  -0.598  0.453  0.636
C  0.348  0.708  -0.583
C  0.055  -0.128  -1.812
S  0.461  -1.915  -1.690
N  -1.414  1.614  0.920
H  1.311  -0.243  1.488
H  -1.201  -0.453  0.555
H  1.388  0.800  -0.275
H  0.101  1.709  -0.975
H  -1.016  -0.173  -1.987
H  0.613  0.292  -2.643
H  1.107  -1.801  -0.475
H  -1.024  2.495  1.189
H  -2.206  1.651  0.312

No. 5
Computed, not measured: 2 unconnected molecules or ions with the total composition C4H9NOS, with wB97M-V/def2-TZVPD.

Computed properties:
HOMO-LUMO gap = 0.298 Ha
Molecular weight = 119.2 g mol⁻¹
Energy relative to the best compared isomer or geometry (same formula, charge and spin) = 92.4 kcal/mol
DFT total energy = -685.8716 hartree

Element x y z (Å)
C  -0.177  -0.154  -2.792
N  0.267  0.661  -1.644
C  -0.153  0.273  -0.302
C  0.532  1.045  0.838
S  -0.423  0.669  2.408
C  -0.044  -1.216  -0.030
O  0.619  -1.973  -0.697
H  0.407  0.128  -3.659
H  -1.230  0.135  -2.908
H  -0.115  -1.225  -2.564
H  1.294  0.762  -1.586
H  -1.227  0.606  -0.322
H  0.388  2.115  0.676
H  1.526  0.691  0.972
H  -1.895  0.169  1.331
H  -0.309  -1.529  1.003

No. 6
Computed, not measured: a single C4H9NOS molecule, with wB97M-V/def2-TZVPD.

Computed properties:
HOMO-LUMO gap = 0.363 Ha
SMILES = NC(=O)CCCS
Molecular weight = 119.2 g mol⁻¹
Energy relative to the best compared isomer or geometry (same formula, charge and spin) = 13.5 kcal/mol
DFT total energy = -685.9975 hartree

Element x y z (Å)
C  -0.565  -0.606  0.577
C  -0.661  0.902  0.173
C  0.162  1.209  -1.048
S  -0.549  0.534  -2.587
C  0.579  -0.862  1.547
N  0.346  -0.447  2.848
O  1.615  -1.387  1.212
H  -1.463  -0.966  1.085
H  -0.307  -1.220  -0.277
H  -0.267  1.376  1.077
H  -1.715  1.135  0.075
H  1.176  0.827  -0.919
H  0.286  2.273  -1.256
H  -0.694  -0.741  -2.212
H  1.177  -0.268  3.394
H  -0.462  -0.698  3.397

No. 7
Computed, not measured: a molecular structure, C4H9NOS, with wB97M-V/def2-TZVPD.

Computed properties:
HOMO-LUMO gap = 0.351 Ha
Molecular weight = 119.2 g mol⁻¹
Energy relative to the best compared isomer or geometry (same formula, charge and spin) = 117.8 kcal/mol
DFT total energy = -685.8311 hartree

Element x y z (Å)
C  -0.751  0.589  0.182
C  -1.100  0.883  -1.210
C  0.691  0.453  -0.195
C  1.382  -0.505  0.630
H  -1.446  -1.446  0.139
H  -2.175  -0.654  1.335
H  -1.059  1.445  0.885
H  -2.389  0.955  -1.623
H  -0.815  2.090  -1.292
H  1.477  1.339  -0.413
H  0.747  -1.226  1.131
H  1.694  -0.032  1.640
H  2.254  -1.956  -0.440
N  -1.280  -0.683  0.922
O  2.630  -0.991  0.123
S  0.139  -0.262  -1.814

No. 8
Computed, not measured: a single C4H9NOS molecule, with wB97M-V/def2-TZVPD.

Computed properties:
HOMO-LUMO gap = 0.359 Ha
SMILES = N[C@@H]1C[C@@H](S)[C@@H]1O
Molecular weight = 119.2 g mol⁻¹
Energy relative to the best compared isomer or geometry (same formula, charge and spin) = 42.2 kcal/mol
DFT total energy = -685.9518 hartree

Element x y z (Å)
C  -0.575  -0.406  -0.432
C  0.328  -0.953  0.701
C  1.245  0.306  0.610
C  0.172  0.961  -0.291
H  -2.322  -1.320  0.029
H  -2.532  -0.056  -0.971
H  -0.330  -0.815  -1.429
H  -0.202  -1.046  1.589
H  0.838  -1.914  0.516
H  1.402  0.804  1.590
H  2.467  -0.177  -1.395
H  0.564  1.325  -1.259
H  -1.281  1.515  0.715
N  -2.026  -0.350  -0.120
O  -0.615  1.969  0.289
S  2.868  0.157  -0.141

No. 9
Computed, not measured: a molecular structure, C4H9NOS, with wB97M-V/def2-TZVPD.

Computed properties:
HOMO-LUMO gap = 0.322 Ha
Molecular weight = 119.2 g mol⁻¹
Energy relative to the best compared isomer or geometry (same formula, charge and spin) = 58.6 kcal/mol
DFT total energy = -685.9256 hartree

Element x y z (Å)
C  1.198  -1.273  1.101
C  2.283  0.822  -0.558
C  -1.893  0.069  0.384
C  0.908  0.072  -0.392
N  2.020  -0.865  2.074
O  0.721  -2.388  1.029
S  -0.376  1.121  0.511
H  2.061  1.393  -1.429
H  2.527  1.388  0.285
H  3.018  0.072  -0.701
H  -2.247  -0.044  1.476
H  -1.452  -0.849  -0.059
H  -2.668  0.684  -0.093
H  0.362  -0.320  -1.281
H  2.263  0.097  2.029
H  2.124  -1.351  2.962

No. 10
Computed, not measured: a single C4H9NOS molecule, with wB97M-V/def2-TZVPD.

Computed properties:
HOMO-LUMO gap (spin up / spin down) = 0.194 / 0.262 Ha
Spin multiplicity = 3
Molecular weight = 119.2 g mol⁻¹
Energy relative to the best compared isomer or geometry (same formula, charge and spin) = 112.3 kcal/mol
DFT total energy = -685.6771 hartree

Element x y z (Å)
C  0.092  -0.098  -1.360
C  -0.004  0.889  -0.275
C  -0.721  1.995  -0.151
C  1.164  0.791  0.635
N  -0.479  -2.109  1.522
O  0.302  -1.410  -0.841
S  -0.546  -2.401  0.021
H  -1.000  -0.101  -1.803
H  0.842  -0.080  -2.125
H  -1.873  -1.897  -0.047
H  -1.660  2.192  -0.781
H  -0.634  2.651  0.751
H  1.318  -0.181  0.957
H  0.938  1.437  1.471
H  2.098  1.095  0.053
H  0.160  -2.771  1.975

No. 11
Computed, not measured: a molecular structure, C4H9NOS2, with wB97M-V/def2-TZVPD.

Computed properties:
Charge = +1
HOMO-LUMO gap (spin up / spin down) = 0.293 / 0.259 Ha
Spin multiplicity = 2
Molecular weight = 151.3 g mol⁻¹
Energy relative to the best compared isomer or geometry (same formula, charge and spin) = 77.5 kcal/mol
DFT total energy = -1083.7369 hartree

Element x y z (Å)
S  -2.797  0.646  0.931
S  -2.343  -0.812  -0.588
C  -0.585  0.155  -1.280
C  0.165  1.221  -0.562
C  0.726  0.743  0.776
N  1.720  -0.249  0.736
C  1.490  -1.558  0.133
O  0.502  1.306  1.817
H  -3.867  1.172  0.281
H  -0.999  -0.524  -0.104
H  -0.898  0.322  -2.300
H  1.028  1.584  -1.127
H  -0.470  2.088  -0.341
H  2.027  -0.334  1.701
H  2.356  -2.192  0.301
H  0.634  -2.106  0.565
H  1.312  -1.462  -0.939

No. 12
Computed, not measured: a gas-phase ion, C4H9NOS2 (charge +1), with wB97M-V/def2-TZVPD.

Computed properties:
Charge = +1
HOMO-LUMO gap (spin up / spin down) = 0.326 / 0.164 Ha
Spin multiplicity = 2
Molecular weight = 151.3 g mol⁻¹
Energy relative to the best compared isomer or geometry (same formula, charge and spin) = 52.6 kcal/mol
DFT total energy = -1083.7765 hartree

Element x y z (Å)
S  2.369  -1.795  2.400
S  0.402  -1.427  2.698
C  -0.377  -0.148  1.487
C  -0.529  -0.223  -0.062
C  -1.965  0.230  -0.508
O  -2.131  1.404  -0.556
N  0.512  0.594  -0.592
C  0.572  0.909  -2.096
H  2.724  -2.974  1.820
H  0.026  0.830  1.857
H  -1.359  -0.261  1.939
H  -0.241  -1.264  -0.278
H  -2.701  -0.491  -0.884
H  0.724  1.341  -0.052
H  0.865  0.012  -2.574
H  -0.206  1.570  -2.455
H  1.317  1.692  -2.145

> Which value of molecular weight does entry 4 give?

119.2 g mol⁻¹